87
Properties=species:S:1:pos:R:3:forces:R:3:lowdin_charge:R:1 method="wB97M-V/def2-TZVPD" relative_energy_kj_mol=0.00 largest_force_ev_per_a=0.46 spin_multiplicity=1 orbital_gap_ha=0.2569 total_charge=+1 e_homo_ev=-9.72
Pd -0.402 -0.151 0.992 -0.3 0.1 0.0 0.637
O -2.107 1.218 1.218 0.2 0.0 0.4 -0.236
C -2.475 1.524 2.584 -0.1 0.0 -0.1 -0.201
C -3.433 0.490 3.139 0.0 0.0 0.0 -0.150
C -2.899 -0.944 3.023 0.0 0.0 0.0 -0.135
C -1.606 -1.110 3.766 0.0 0.0 0.0 -0.287
C -1.597 -1.540 5.086 0.0 0.0 0.0 -0.001
C -0.396 -1.637 5.767 0.0 0.0 0.0 -0.029
C 0.773 -1.299 5.105 0.0 0.0 0.0 -0.027
C 0.691 -0.891 3.789 0.0 0.0 0.0 -0.100
N -0.468 -0.794 3.126 0.0 0.0 -0.2 0.030
H -2.913 1.094 0.700 0.1 -0.1 -0.1 0.043
H -2.912 2.522 2.612 0.0 0.0 0.0 0.127
H -1.538 1.547 3.135 0.0 0.0 0.0 0.118
H -4.395 0.561 2.620 0.0 0.0 0.0 0.124
H -3.627 0.734 4.186 0.0 0.0 0.0 0.129
H -2.742 -1.205 1.975 0.0 0.0 0.0 0.091
H -3.643 -1.637 3.416 0.0 0.0 0.0 0.125
H -2.532 -1.801 5.563 0.0 0.0 0.0 0.124
H -0.373 -1.976 6.795 0.0 0.0 0.0 0.119
H 1.738 -1.355 5.587 0.0 0.0 0.0 0.118
H 1.587 -0.640 3.235 -0.1 0.0 0.1 0.098
C -0.744 -2.967 -0.637 0.0 0.0 -0.1 -0.194
Si 0.788 -2.937 0.441 0.0 -0.1 0.1 0.373
C 2.071 -4.031 -0.398 0.1 0.1 0.0 -0.178
C 0.328 -3.793 2.044 0.0 0.0 0.0 -0.165
N 1.245 -1.259 0.657 0.0 0.0 0.1 -0.199
C 2.461 -0.739 1.082 -0.1 -0.2 -0.1 -0.353
C 3.636 -1.511 1.204 -0.1 0.1 0.0 -0.037
C 4.859 -0.973 1.571 0.0 -0.1 0.0 -0.084
C 4.984 0.375 1.872 0.0 0.0 0.0 -0.090
C 3.844 1.158 1.822 -0.1 0.1 0.0 -0.021
C 2.640 0.599 1.450 0.2 0.2 -0.1 -0.274
F 1.556 1.433 1.464 0.2 0.2 0.1 -0.043
H -1.055 -4.007 -0.779 0.0 0.0 0.0 0.048
H -0.556 -2.537 -1.624 0.0 0.0 0.0 -0.006
H -1.581 -2.430 -0.184 0.0 0.0 0.0 0.004
H 1.547 -4.804 -0.968 0.0 0.1 0.0 0.043
H 2.701 -4.546 0.332 0.0 0.0 0.0 0.035
H 2.728 -3.501 -1.089 0.0 0.0 0.0 0.020
H 0.122 -4.848 1.833 0.0 0.0 0.0 0.041
H -0.573 -3.365 2.487 0.0 0.0 0.0 0.013
H 1.126 -3.760 2.790 0.0 0.0 0.0 0.035
H 3.584 -2.564 1.001 0.0 -0.2 -0.1 0.080
H 5.721 -1.625 1.630 0.0 0.0 0.0 0.109
H 5.935 0.802 2.159 0.0 0.0 0.0 0.105
H 3.863 2.211 2.074 0.0 0.0 0.0 0.122
C -2.010 3.956 -0.767 0.0 0.0 0.0 -0.207
Si -0.293 3.387 -1.258 0.0 0.0 -0.1 0.340
C 0.965 4.008 -0.035 0.0 0.0 0.0 -0.216
C 0.114 4.040 -2.960 0.0 0.0 0.0 -0.212
Sb -0.249 0.799 -1.380 0.0 0.0 -0.1 1.008
Si -2.460 0.328 -2.629 0.1 0.1 0.0 0.333
C -2.412 -1.279 -3.572 0.0 0.0 0.0 -0.209
C -2.798 1.738 -3.807 -0.1 0.0 0.0 -0.213
C -3.792 0.240 -1.306 0.0 -0.1 0.0 -0.216
Si 1.695 0.184 -2.965 -0.1 0.0 0.0 0.338
C 1.650 -1.653 -3.263 0.0 0.0 0.0 -0.204
C 3.295 0.737 -2.193 0.0 0.0 0.0 -0.196
C 1.388 1.060 -4.590 0.0 0.0 0.0 -0.210
H -2.130 5.003 -1.064 0.0 0.0 0.0 0.045
H -2.153 3.894 0.313 0.0 0.0 0.0 0.023
H -2.803 3.386 -1.255 0.0 0.0 0.0 0.002
H 1.005 5.099 -0.106 0.0 0.0 0.0 0.045
H 1.965 3.620 -0.238 0.0 0.0 0.0 0.025
H 0.704 3.740 0.988 0.0 0.0 0.0 0.025
H -0.017 5.127 -2.951 0.0 0.0 0.0 0.045
H -0.531 3.634 -3.741 0.0 0.0 0.0 0.017
H 1.151 3.839 -3.233 0.0 0.0 0.0 0.023
H -1.571 -1.328 -4.267 0.0 0.0 0.0 0.026
H -3.331 -1.350 -4.162 0.0 0.0 0.0 0.044
H -2.366 -2.147 -2.914 0.0 0.0 0.0 0.020
H -1.964 1.916 -4.489 0.0 0.0 0.0 0.019
H -3.011 2.671 -3.280 0.0 0.0 -0.1 0.019
H -3.672 1.491 -4.417 0.0 0.0 0.0 0.044
H -3.505 -0.464 -0.519 0.0 0.0 0.0 0.019
H -4.727 -0.126 -1.738 0.0 0.0 0.0 0.050
H -4.000 1.223 -0.871 0.0 0.0 -0.1 0.027
H 1.725 -2.219 -2.335 0.0 0.0 -0.1 -0.014
H 2.501 -1.923 -3.895 0.0 0.0 0.0 0.051
H 0.740 -1.959 -3.783 0.0 0.0 0.0 0.028
H 3.573 0.109 -1.346 0.0 0.0 0.0 0.023
H 3.252 1.773 -1.848 0.0 0.0 0.0 0.029
H 4.088 0.669 -2.944 0.0 0.0 0.0 0.046
H 0.339 1.042 -4.895 0.0 0.0 0.0 0.019
H 1.963 0.543 -5.365 0.0 0.0 0.0 0.043
H 1.720 2.098 -4.573 0.0 0.0 0.0 0.020